The following is a quantum chemistry calculation of a structure of composition C50H43Cl5GeN3O3Rh, from the OMol25 dataset.

Last column: Mulliken charge in e.
Geometry (Å):
H (-10.272, -7.679, 13.702)  0.4235
H (-16.084, -9.690, 9.195)  0.4299
C (-16.326, -7.647, 8.440)  -0.4785
H (-13.000, -11.458, 11.038)  0.2096
O (-14.745, -9.781, 19.091)  -0.7590
C (-15.580, -6.870, 11.115)  -0.0146
H (-16.514, -10.015, 13.421)  0.7481
C (-10.663, -8.693, 13.541)  -1.8147
H (-11.340, -11.942, 10.701)  0.5734
H (-19.981, -4.528, 12.518)  0.3588
C (-11.049, -15.176, 17.751)  -0.1584
Cl (-13.379, -13.728, 17.367)  -0.2387
O (-11.692, -10.639, 14.471)  0.2374
H (-13.220, -7.541, 17.357)  -0.0128
C (-10.074, -9.338, 15.799)  -1.4907
H (-10.781, -12.249, 19.410)  0.0756
H (-13.838, -15.596, 15.361)  0.2121
Cl (-11.814, -16.106, 18.954)  -0.1968
H (-16.732, -7.888, 7.455)  0.3503
H (-12.654, -1.222, 12.535)  0.3565
C (-13.202, -4.538, 12.019)  -0.3798
H (-13.984, -7.236, 18.893)  0.2241
H (-16.239, -5.564, 8.026)  0.3496
C (-11.849, -9.435, 19.015)  -0.7620
H (-16.766, -6.447, 15.772)  0.4502
H (-11.356, -14.182, 10.155)  0.2990
C (-17.056, -5.796, 13.712)  -0.4721
C (-10.911, -7.261, 19.719)  -0.9054
H (-17.459, -8.726, 15.437)  0.8958
C (-16.075, -9.963, 14.387)  -1.0314
H (-14.593, -1.378, 13.768)  0.3950
N (-14.273, -10.832, 15.731)  0.8078
C (-16.140, -8.620, 9.398)  -0.6594
H (-9.274, -7.438, 21.147)  0.3094
H (-15.709, -3.694, 14.147)  0.4676
H (-11.413, -8.625, 12.757)  0.3850
C (-10.018, -7.984, 20.549)  -0.6462
H (-9.305, -9.801, 21.247)  0.5218
H (-13.668, -16.893, 12.571)  0.3614
C (-17.954, -5.198, 12.866)  0.4985
O (-15.064, -11.646, 12.410)  -0.8351
C (-12.283, -13.376, 11.910)  1.6139
C (-10.011, -9.380, 20.587)  -0.9436
Cl (-9.178, -12.833, 14.231)  -0.1513
H (-14.984, -14.400, 14.816)  0.1656
C (-9.870, -13.616, 15.653)  0.6871
Cl (-7.419, -14.794, 16.071)  -0.2127
C (-13.979, -10.010, 18.134)  -0.5897
C (-13.484, -14.900, 13.408)  1.5659
H (-9.803, -9.258, 13.208)  0.3604
C (-11.887, -7.993, 19.024)  1.6157
H (-12.109, -8.767, 15.230)  -0.2403
C (-12.075, -11.919, 11.463)  -1.3368
H (-9.203, -9.668, 15.258)  0.4504
H (-15.604, -9.023, 11.416)  0.4490
H (-11.793, -11.259, 12.305)  -0.1400
C (-16.519, -9.225, 15.495)  -0.5331
H (-12.252, -11.788, 20.152)  0.2824
C (-11.181, -13.381, 16.058)  -1.3839
Cl (-8.780, -16.617, 18.166)  -0.2174
H (-9.912, -8.285, 16.137)  0.3641
C (-17.467, -5.984, 15.056)  -0.3141
H (-15.470, -4.847, 10.278)  0.3764
C (-16.121, -6.295, 8.820)  -0.5557
C (-10.968, -10.109, 19.903)  0.8850
C (-14.923, -10.761, 14.540)  0.6648
H (-10.250, -9.894, 16.739)  0.1025
C (-11.234, -9.319, 14.825)  1.3150
N (-12.646, -10.094, 18.201)  0.4023
C (-15.756, -5.896, 10.101)  -0.1535
C (-13.022, -13.583, 13.125)  -0.9692
C (-12.445, -15.701, 11.335)  -0.6829
C (-9.688, -15.327, 17.363)  0.4371
H (-15.033, -16.129, 14.242)  0.4241
C (-19.667, -5.054, 14.530)  -0.3836
H (-12.727, -6.117, 18.381)  0.3804
C (-14.402, -15.240, 14.506)  -1.5781
C (-14.209, -2.269, 13.322)  -0.6889
C (-18.754, -5.634, 15.445)  -0.5162
C (-12.505, -3.352, 11.973)  -0.5911
C (-11.740, -14.197, 17.054)  1.2178
H (-17.735, -5.172, 11.786)  0.2252
C (-9.067, -14.547, 16.420)  0.1313
C (-11.922, -14.431, 11.085)  -0.9032
H (-19.075, -5.679, 16.503)  0.3370
C (-15.759, -8.223, 10.720)  -0.5250
H (-12.893, -5.407, 11.395)  0.3469
C (-15.806, -9.330, 16.702)  -1.4291
H (-16.098, -8.729, 17.545)  0.5735
C (-14.349, -4.632, 12.857)  -0.0015
Ge (-15.255, -6.378, 13.064)  1.0068
H (-10.903, -6.157, 19.638)  0.2925
C (-13.073, -2.208, 12.588)  -0.3201
C (-11.195, -11.563, 20.198)  -1.2997
H (-12.141, -16.571, 10.765)  0.3659
C (-14.482, -11.703, 13.502)  -0.8426
C (-13.013, -7.191, 18.366)  -1.0453
C (-13.208, -15.917, 12.477)  -0.9557
C (-14.675, -10.112, 16.807)  1.1193
C (-19.252, -4.815, 13.266)  -0.7380
H (-11.593, -3.221, 11.342)  0.3018
Rh (-12.538, -11.882, 15.767)  -0.1541
C (-14.854, -3.551, 13.534)  -0.3209
H (-10.784, -11.802, 21.185)  0.4407
H (-20.711, -4.934, 14.786)  0.3626
N (-13.432, -12.494, 13.870)  1.3691

Values from the calculation:
⟨S²⟩ = 8.770
Net charge = -1
LUMO energy (spin up / spin down) = 2.1 / 0.1 eV
Multiplicity = 6

The following is a quantum chemistry calculation of a structure of composition C34H52IN6O2Si2Sn, from the OMol25 dataset.

Last column: Mulliken charge in e.
Geometry (Å):
C (-3.433, -2.260, 0.348)  -0.3408
H (-4.457, 2.659, -5.578)  0.2971
H (-4.534, 0.495, -6.215)  0.3624
C (2.829, -0.795, -3.602)  0.3367
H (-2.523, -0.719, -5.514)  0.3541
C (-2.503, 1.796, -2.361)  0.1752
C (3.876, 1.350, -4.029)  -0.7253
H (4.349, -0.188, 1.694)  0.2589
H (-3.189, 4.972, -1.725)  0.3982
H (-3.945, -1.251, -3.009)  0.4202
C (-4.311, 0.011, -5.261)  -1.1478
H (0.745, 3.749, -2.030)  0.1836
C (2.022, -2.712, 2.012)  -1.4901
H (2.244, -3.841, -1.200)  0.2555
H (-2.322, -3.418, -2.612)  0.5906
H (-1.355, -2.649, 2.175)  -0.3888
C (-3.960, 2.382, -4.653)  -1.1733
C (-2.728, -3.438, -1.611)  0.0244
N (0.849, 2.007, 1.031)  1.1403
C (2.768, -3.051, -1.754)  -1.1722
C (2.837, 0.607, -3.454)  0.7609
H (2.578, -3.191, 1.201)  0.4626
C (-2.356, 4.310, -1.968)  -1.1275
H (0.072, 0.559, -4.789)  0.1641
C (-3.761, -3.458, 0.965)  -0.3135
C (-3.108, 0.746, -3.116)  0.8330
C (3.154, 1.499, 0.409)  -0.9409
H (5.667, 1.332, -5.219)  0.3894
C (0.314, 1.560, -4.412)  -1.2354
H (-0.992, 2.874, 3.766)  0.4402
H (-4.172, -3.451, 1.965)  0.4544
H (-1.131, -1.540, 4.308)  0.4673
H (3.360, -0.162, -0.744)  -0.0834
H (0.966, 2.046, -5.146)  0.5059
C (-3.559, -4.657, 0.293)  -0.4906
H (3.898, 2.431, -3.906)  0.2930
O (-1.778, 1.611, -1.342)  -0.2607
H (2.158, -3.342, 2.909)  0.3099
H (0.772, 2.400, 0.097)  -0.4412
N (-0.271, -0.161, 2.936)  0.6576
C (-0.188, 2.629, 1.844)  -0.9922
H (2.457, 3.441, -1.719)  0.4796
C (-0.103, 0.913, 3.900)  -0.8415
H (0.753, 2.878, 3.744)  0.2710
H (0.416, -3.951, -3.449)  0.2949
C (2.617, -1.314, 2.275)  1.1030
I (-3.797, -0.455, 1.346)  0.0649
H (-5.245, -0.425, -4.896)  0.3659
Si (1.542, -1.868, -2.645)  1.2188
H (-0.168, 3.726, 1.749)  0.5137
C (1.646, 3.266, -2.431)  -1.6098
H (3.398, -2.511, -1.040)  0.1341
C (-0.375, -2.650, 2.657)  -0.1021
N (-3.529, 3.410, -3.876)  -0.6698
C (3.567, -0.779, 1.199)  -1.5964
H (2.992, 2.027, -0.530)  -0.1517
C (-3.045, -4.641, -0.996)  -0.8246
Sn (0.175, -0.184, -0.858)  0.0208
C (4.838, -0.638, -4.972)  -0.7882
H (5.597, -1.123, -5.575)  0.3572
H (3.824, -2.465, -4.538)  0.2260
C (4.875, 0.739, -4.775)  -0.6543
H (-3.809, -5.596, 0.774)  0.3848
H (4.076, -1.614, 0.711)  0.7566
Si (1.256, 1.424, -2.760)  0.7871
H (2.345, 1.554, 2.410)  0.3825
N (0.624, -2.669, 1.598)  0.4727
H (0.868, 0.743, 4.380)  0.4351
H (-2.887, -5.572, -1.528)  0.3871
H (3.151, -1.324, 3.231)  0.5463
H (-1.146, 2.297, 1.429)  0.2595
C (2.227, 2.100, 1.468)  -1.0204
H (-1.625, 4.890, -2.536)  0.2449
H (1.904, 3.780, -3.363)  0.4936
H (-0.615, 2.134, -4.340)  0.4014
C (-3.793, 1.068, -4.315)  0.9253
H (4.189, 1.686, 0.724)  0.4610
H (1.782, -0.615, 2.354)  -0.7492
O (-3.416, -1.079, -5.474)  -0.5089
C (0.825, -3.065, -3.945)  -1.3525
H (0.023, -2.611, -4.537)  0.2330
H (-0.320, -3.553, 3.290)  0.4669
C (-0.124, 2.359, 3.348)  -0.9237
H (0.425, -3.441, 0.978)  0.1953
C (-3.205, -0.583, -2.557)  -0.6749
H (-0.845, 0.842, 4.712)  0.4693
N (-2.559, -0.991, -1.524)  0.2290
H (-1.890, 3.953, -1.052)  0.0481
C (-2.910, -2.221, -0.950)  -0.5101
C (3.827, -1.388, -4.385)  -0.6087
N (2.945, 0.064, 0.155)  0.1116
H (2.558, 3.137, 1.651)  0.5250
H (1.605, -3.399, -4.639)  0.3752
C (-2.846, 3.148, -2.792)  0.4077
H (-1.070, -0.029, 2.325)  -0.4789
C (-0.294, -1.453, 3.597)  -1.1205
H (3.437, -3.533, -2.476)  0.4682
H (0.623, -1.526, 4.194)  0.4574

Values from the calculation:
Net charge = -1
LUMO energy = 2.3 eV

The following is a quantum chemistry calculation of the molecule C3H7NO, from the OMol25 dataset.

Last column: Mulliken charge in e.
Geometry (Å):
H (-1.786, -1.399, -0.021)  0.2843
C (1.490, -0.403, 0.495)  -0.7026
C (-1.318, -0.645, -0.665)  -0.7842
H (1.330, -1.404, 0.837)  0.3108
H (-2.117, 0.103, -0.863)  0.2516
H (-1.126, -1.116, -1.640)  0.2898
N (-0.098, 0.001, -0.043)  -0.0323
H (2.046, 0.146, 1.303)  0.2844
H (-0.922, 1.950, -0.151)  0.3322
H (2.126, -0.305, -0.388)  0.2739
C (-0.061, 1.326, 0.126)  0.0821
O (0.948, 1.833, 0.590)  -0.5900

Values from the calculation:
Net charge = 0
LUMO energy = 0.8 eV
SMILES = CN(C)C=O

What did we get for ΔE to the lowest compared entry with this formula, charge and spin? Answer: 160.7, 74.8, 252.3 kJ/mol, in the order shown.
What did we get for max |F|? Answer: 4.8, 0.4, 1.9 eV Å⁻¹, in the order shown.